{"formula": "C39H39N3O2S", "method": "ωB97M-V with the def2-TZVPD basis set", "species": ["C", "C", "N", "C", "C", "C", "C", "C", "C", "C", "C", "C", "C", "C", "C", "C", "N", "C", "C", "C", "C", "C", "C", "C", "C", "C", "C", "H", "H", "H", "H", "H", "H", "H", "H", "H", "H", "H", "H", "H", "H", "H", "H", "H", "H", "H", "H", "H", "H", "H", "H", "H", "H", "H", "H", "H", "C", "C", "C", "C", "S", "C", "C", "C", "C", "C", "C", "N", "C", "C", "O", "O", "C", "C", "H", "H", "H", "H", "H", "H", "H", "H", "H", "H"], "xyz": [[1.00, -0.74, 6.76], [-0.12, 0.14, 7.28], [-1.00, 0.55, 6.21], [-1.79, 1.74, 6.49], [-2.33, 2.36, 5.21], [-3.14, 1.31, 4.46], [-2.35, 0.06, 4.25], [-1.33, -0.29, 5.18], [-0.59, -1.50, 4.99], [-0.78, -2.24, 3.84], [-1.73, -1.85, 2.85], [-1.77, -2.59, 1.65], [-2.62, -2.36, 0.55], [-2.97, -3.45, -0.30], [-3.91, -3.33, -1.29], [-4.51, -2.06, -1.54], [-5.43, -1.92, -2.54], [-5.65, -2.96, -3.53], [-5.55, -4.35, -2.92], [-4.24, -4.51, -2.15], [-5.90, -0.62, -2.97], [-5.96, 0.38, -1.84], [-4.63, 0.44, -1.09], [-4.10, -0.92, -0.79], [-3.14, -1.08, 0.20], [-2.58, -0.76, 3.17], [0.40, -1.94, 6.03], [1.65, -0.17, 6.08], [1.62, -1.08, 7.60], [-0.69, -0.40, 8.06], [0.28, 1.05, 7.75], [-2.63, 1.50, 7.16], [-1.14, 2.45, 7.03], [-2.95, 3.23, 5.45], [-1.50, 2.71, 4.58], [-4.06, 1.09, 5.02], [-3.46, 1.70, 3.49], [-0.19, -3.13, 3.66], [-1.15, -3.49, 1.62], [-2.50, -4.42, -0.10], [-6.65, -2.79, -3.96], [-4.91, -2.87, -4.35], [-6.40, -4.52, -2.25], [-5.61, -5.09, -3.72], [-3.41, -4.68, -2.87], [-4.29, -5.41, -1.53], [-5.25, -0.22, -3.78], [-6.90, -0.77, -3.41], [-6.21, 1.37, -2.24], [-6.76, 0.10, -1.14], [-3.90, 1.00, -1.69], [-4.76, 1.00, -0.16], [-2.80, -0.20, 0.74], [-3.44, -0.54, 2.54], [1.19, -2.53, 5.55], [-0.09, -2.60, 6.76], [1.83, 2.90, 3.12], [2.64, 2.90, 1.98], [2.73, 1.75, 1.18], [2.00, 0.60, 1.52], [2.19, -0.94, 0.61], [0.86, -1.00, -0.47], [0.73, -1.85, -1.59], [-0.46, -1.71, -2.38], [-0.70, -2.54, -3.46], [0.23, -3.53, -3.82], [-0.10, -4.39, -4.92], [-0.41, -5.10, -5.80], [1.41, -3.67, -3.07], [1.67, -2.86, -1.99], [3.46, -0.75, -0.07], [2.06, -1.98, 1.61], [1.19, 0.62, 2.65], [1.11, 1.75, 3.47], [1.76, 3.79, 3.75], [3.22, 3.79, 1.71], [3.39, 1.74, 0.31], [0.04, -0.33, -0.22], [-1.18, -0.93, -2.10], [-1.61, -2.42, -4.06], [2.13, -4.44, -3.36], [2.60, -2.97, -1.42], [0.64, -0.29, 2.91], [0.51, 1.72, 4.38]], "mulliken_charge": [-0.694, -0.615, 0.295, -0.672, -0.580, -1.206, 1.143, -0.159, 0.786, -1.079, 0.612, -0.479, 0.986, -1.119, 0.332, 0.317, -0.080, -0.630, -0.904, -0.857, -0.641, -0.864, -0.873, -0.078, -0.870, -1.196, -1.265, 0.242, 0.388, 0.279, 0.386, 0.328, 0.379, 0.407, 0.205, 0.360, 0.402, 0.400, 0.367, 0.433, 0.418, 0.267, 0.319, 0.372, 0.254, 0.470, 0.293, 0.407, 0.384, 0.310, 0.301, 0.357, 0.746, 1.224, 0.414, 0.352, -0.849, -0.681, -0.134, -0.364, 1.276, -0.676, 0.863, -0.559, -0.518, 0.391, -0.003, -0.635, -0.768, -0.702, -0.727, -0.595, 0.060, -0.472, 0.411, 0.350, 0.474, 0.361, 0.380, 0.482, 0.416, 0.398, 0.131, 0.618], "orbital_gap_ev": 3.5, "energy_ha": -2222.4107, "lumo_energy_ev": -1.98, "e_homo_ev": -5.5284}

=====

{"formula": "C39H39N3O3PSSi2Zn", "method": "ωB97M-V with the def2-TZVPD basis set", "species": ["Zn", "O", "S", "O", "O", "C", "C", "C", "C", "C", "C", "P", "C", "C", "C", "C", "C", "C", "C", "C", "C", "C", "C", "C", "H", "H", "H", "H", "H", "H", "H", "H", "H", "H", "H", "H", "H", "H", "C", "Si", "C", "C", "C", "C", "C", "C", "C", "Si", "C", "C", "H", "H", "H", "H", "H", "H", "H", "H", "H", "H", "H", "H", "H", "H", "H", "H", "C", "C", "C", "C", "C", "C", "N", "N", "C", "C", "C", "C", "C", "N", "H", "H", "H", "H", "H", "H", "H", "H", "H"], "xyz": [[1.12, 1.80, 0.19], [-2.32, 3.45, 0.35], [-2.06, 2.76, -0.89], [-2.03, 3.60, -2.07], [-0.92, 1.83, -0.80], [-3.47, 1.68, -1.20], [-4.55, 2.34, -1.76], [-5.66, 1.65, -2.21], [-5.67, 0.26, -2.10], [-4.61, -0.40, -1.54], [-3.48, 0.28, -1.06], [-2.06, -0.80, -0.45], [-1.92, -1.62, -2.11], [-1.34, -0.87, -3.13], [-1.32, -1.34, -4.43], [-1.85, -2.59, -4.73], [-2.40, -3.36, -3.72], [-2.45, -2.87, -2.42], [-3.06, -1.99, 0.55], [-4.16, -1.53, 1.28], [-4.82, -2.36, 2.18], [-4.37, -3.65, 2.40], [-3.24, -4.10, 1.73], [-2.59, -3.28, 0.82], [-4.48, 3.42, -1.86], [-6.49, 2.17, -2.65], [-6.52, -0.30, -2.48], [-4.63, -1.48, -1.48], [-0.93, 0.11, -2.89], [-0.90, -0.73, -5.22], [-1.83, -2.96, -5.75], [-2.80, -4.34, -3.95], [-2.91, -3.48, -1.65], [-4.50, -0.51, 1.14], [-5.68, -1.98, 2.71], [-4.87, -4.28, 3.12], [-2.86, -5.10, 1.92], [-1.71, -3.64, 0.32], [1.28, 2.20, 3.93], [0.50, 1.34, 2.41], [-1.39, 1.24, 2.74], [0.89, -0.54, 2.62], [1.17, -1.05, 3.89], [1.34, -2.41, 4.10], [1.21, -3.30, 3.04], [0.95, -2.80, 1.78], [0.81, -1.43, 1.53], [0.77, -0.74, -0.27], [3.78, -0.44, -1.99], [1.06, -2.36, -1.29], [0.76, 1.96, 4.86], [1.25, 3.28, 3.80], [2.33, 1.91, 4.03], [-1.64, 1.35, 3.79], [-1.77, 0.27, 2.40], [-1.91, 2.02, 2.18], [1.26, -0.38, 4.73], [1.59, -2.78, 5.09], [1.33, -4.36, 3.20], [0.87, -3.51, 0.96], [3.57, -1.41, -2.43], [4.65, 0.00, -2.49], [2.92, 0.22, -2.14], [1.94, -2.90, -0.92], [1.25, -2.09, -2.33], [0.22, -3.06, -1.30], [6.33, -1.26, 0.27], [6.63, 0.09, 0.70], [5.71, 1.06, 0.60], [4.39, 0.81, 0.08], [4.06, -0.56, -0.48], [5.15, -1.57, -0.26], [3.47, 1.73, -0.03], [3.86, 2.99, 0.28], [2.98, 3.93, -0.04], [3.39, 5.28, 0.13], [2.59, 6.30, -0.31], [1.37, 6.00, -0.92], [0.99, 4.68, -0.99], [1.75, 3.66, -0.57], [7.10, -2.02, 0.38], [7.62, 0.30, 1.11], [5.91, 2.07, 0.93], [3.14, -0.92, 0.00], [4.94, -2.58, -0.59], [4.35, 5.46, 0.59], [2.90, 7.33, -0.20], [0.72, 6.77, -1.31], [0.03, 4.42, -1.42]], "mulliken_charge": [0.641, -0.798, 1.472, -0.765, -0.663, -0.060, -0.824, -0.772, -0.878, -0.365, 0.260, 1.412, 0.842, -0.610, -0.706, -0.687, -0.688, -0.425, 0.194, -0.643, -0.702, -0.660, -0.706, -0.179, 0.479, 0.380, 0.414, 0.371, 0.305, 0.449, 0.361, 0.424, 0.363, 0.506, 0.424, 0.374, 0.440, 0.246, -1.435, 0.645, -1.104, -0.243, -0.368, -0.728, -0.926, -0.514, 0.911, 1.192, -1.270, -1.792, 0.376, 0.394, 0.350, 0.471, 0.125, 0.307, 0.314, 0.378, 0.381, 0.218, 0.370, 0.420, 0.155, 0.688, 0.221, 0.661, -0.532, -0.604, -0.592, -0.060, 3.035, -1.221, 0.427, -0.748, 0.136, -0.756, -0.143, -1.071, -0.439, 0.374, 0.403, 0.363, 0.452, -1.644, 0.370, 0.414, 0.376, 0.415, 0.623], "orbital_gap_ev": 5.9, "energy_ha": -4997.4583, "lumo_energy_ev": 2.20, "charge": -1, "e_homo_ev": -3.7410}